Entry 1:
DFT (ωB97M-V/def2-TZVPD) results for C12H29N5O8Sr as an isolated structure in a non-equilibrium geometry.

Structure (XYZ):
```
55
Properties=species:S:1:pos:R:3:lowdin_charge:R:1
Sr 1.03 -6.89 -6.56 1.7465
C -1.85 -11.78 -1.74 -0.0357
C -1.19 -10.84 -2.78 -0.8125
O 0.05 -10.65 -2.93 -0.1484
O -1.87 -10.26 -3.63 -0.1287
H -1.24 -12.68 -1.79 0.0619
H -2.87 -12.00 -2.03 0.0556
H -1.95 -11.33 -0.75 0.0585
C 5.05 -2.92 -11.15 -0.0409
C 3.92 -3.68 -10.39 -0.8087
O 3.20 -3.08 -9.56 -0.1260
O 3.76 -4.91 -10.62 -0.1357
H 5.05 -1.88 -10.80 0.0549
H 4.72 -2.89 -12.19 0.0558
H 6.01 -3.43 -11.13 0.0573
C 3.13 -11.92 -10.08 -0.8173
O 2.60 -11.38 -9.13 0.0117
N 3.40 -13.19 -10.02 0.1611
N 3.64 -11.31 -11.10 0.1712
H 3.15 -13.51 -9.09 0.1260
H 3.82 -13.75 -10.74 0.1156
H 3.41 -10.34 -11.22 0.1245
H 4.24 -11.86 -11.70 0.1137
C 7.50 -7.92 -6.89 -0.8628
O 6.51 -7.40 -6.49 0.0432
N 8.56 -8.09 -6.15 0.1616
N 7.65 -8.40 -8.05 0.1770
H 8.53 -7.63 -5.25 0.1217
H 9.39 -8.55 -6.47 0.1106
H 6.88 -8.16 -8.65 0.1346
H 8.59 -8.64 -8.32 0.1188
C -1.78 -6.63 -9.95 -0.1095
O -1.77 -6.05 -8.68 -0.2242
C -2.82 -5.11 -8.58 -0.2269
C -3.22 -4.87 -7.10 -0.1646
N -1.97 -4.34 -6.47 -0.0731
C -2.17 -4.15 -5.03 -0.1965
C -0.86 -3.79 -4.28 -0.2115
O 0.07 -4.87 -4.22 -0.2352
C 1.12 -4.66 -3.30 -0.1112
H -0.87 -7.05 -10.38 0.0934
H -2.35 -6.04 -10.67 0.0943
H -2.36 -7.54 -9.77 0.0939
H -3.74 -5.27 -9.15 0.1252
H -2.43 -4.18 -9.00 0.1276
H -3.56 -5.79 -6.62 0.1258
H -4.10 -4.23 -7.03 0.1172
H -1.58 -3.54 -6.93 0.1179
H -2.39 -5.05 -4.45 0.1257
H -3.06 -3.54 -4.95 0.1243
H -1.14 -3.41 -3.30 0.1274
H -0.42 -2.92 -4.76 0.1264
H 1.64 -5.51 -2.86 0.0962
H 0.70 -4.27 -2.38 0.0939
H 1.92 -3.98 -3.60 0.0985
```

Computed properties:
**DFT total energy**: -1380.8346 Ha
**LUMO level**: -3.2 eV
**Energy above the lowest of the compared OMol25 structures with the same formula, charge and spin**: 301.4 kcal/mol
**M**: 459.0 g mol⁻¹
**HOMO-LUMO gap**: 2.6950 eV

Entry 2:
DFT (ωB97M-V/def2-TZVPD) results for C12H29NO8P2RuSe2Te as an isolated structure.

Structure (XYZ):
```
56
Properties=species:S:1:pos:R:3:lowdin_spin:R:1
Ru -0.04 -0.35 -0.54 0.7326
O 2.54 -1.14 -4.97 0.0004
C 3.42 -0.20 -4.37 0.0007
C 2.89 0.24 -2.99 0.0052
C 3.99 1.18 -2.47 0.0010
O 3.82 1.72 -1.18 0.0134
C 2.78 -1.05 -2.16 0.0165
Se 2.25 -0.98 -0.27 0.2125
C 1.56 0.95 -3.25 0.0023
Se 0.60 1.77 -1.73 0.0091
H 2.83 -1.29 -5.87 0.0000
H 3.51 0.69 -5.00 0.0001
H 4.42 -0.64 -4.24 0.0000
H 4.11 1.99 -3.21 0.0005
H 4.94 0.63 -2.45 0.0002
H 2.88 1.92 -1.05 0.0030
H 3.75 -1.55 -2.17 -0.0005
H 2.07 -1.72 -2.65 0.0030
H 0.88 0.26 -3.74 0.0007
H 1.75 1.78 -3.94 -0.0002
C -0.10 -2.75 2.20 -0.0002
P -0.68 -2.37 0.53 -0.0024
C -0.13 -3.81 -0.44 0.0012
C -2.48 -2.66 0.60 -0.0020
H -0.40 -3.76 2.49 -0.0001
H -0.55 -2.02 2.89 0.0001
H 0.98 -2.66 2.23 0.0006
H -0.52 -4.73 -0.01 -0.0003
H 0.96 -3.84 -0.45 0.0029
H -0.49 -3.71 -1.46 0.0001
H -2.70 -3.65 0.99 -0.0005
H -2.89 -2.58 -0.41 -0.0001
H -2.93 -1.89 1.23 -0.0001
C -0.75 2.24 5.93 -0.0001
C -1.26 1.09 5.10 -0.0002
O -2.00 1.61 4.00 -0.0018
P -2.03 0.76 2.62 -0.0029
O -2.53 -0.62 2.82 -0.0005
Te 0.21 1.01 1.73 -0.0102
O -3.07 1.62 1.80 -0.0004
C -2.82 3.00 1.46 -0.0001
C -2.88 3.19 -0.03 -0.0003
H -0.21 1.87 6.80 0.0000
H -1.58 2.86 6.28 0.0000
H -0.08 2.86 5.34 -0.0001
H -1.92 0.44 5.68 0.0000
H -0.43 0.48 4.73 -0.0001
H -1.85 3.31 1.86 -0.0001
H -3.59 3.58 1.97 0.0000
H -2.11 2.61 -0.53 -0.0003
H -2.73 4.24 -0.28 0.0000
H -3.85 2.87 -0.42 0.0000
O -0.74 -1.18 -2.43 0.0031
N -1.91 -0.69 -2.29 0.0011
O -2.78 -0.83 -3.12 0.0034
O -2.11 -0.11 -1.18 0.0098
```

Computed properties:
**DFT total energy**: -6979.9307 Ha
**Multiplicity**: 2
**LUMO level (alpha / beta)**: 2.6 / 2.0 eV
**Energy above the lowest of the compared OMol25 structures with the same formula, charge and spin**: 0.0 kcal/mol
**M**: 763.9 g mol⁻¹
**HOMO-LUMO gap (alpha / beta)**: 6.9696 / 6.1386 eV
**Charge**: -1

Entry 3:
DFT (ωB97M-V/def2-TZVPD) results for C12H29O6PPt as an isolated structure in a non-equilibrium geometry.

Structure (XYZ):
```
49
Properties=species:S:1:pos:R:3:lowdin_charge:R:1
Pt -0.15 -0.13 -1.50 1.3627
C -2.64 1.50 -2.31 0.0512
O -2.13 0.28 -1.64 -0.3875
C -2.74 -0.99 -2.13 -0.0831
C -2.15 -2.09 -1.29 -0.0185
O -0.63 -2.01 -1.31 -0.2841
C 0.32 -2.81 -2.19 -0.0095
C 1.67 -2.24 -1.79 -0.0893
O 1.69 -0.79 -2.02 -0.3607
C 2.19 -0.36 -3.35 0.0502
H -3.67 1.63 -1.99 0.1313
H -2.55 1.38 -3.39 0.1214
H -2.02 2.33 -1.96 0.1074
H -2.55 -1.07 -3.20 0.1580
H -3.82 -0.94 -1.95 0.1754
H -2.43 -3.10 -1.56 0.1768
H -2.37 -1.91 -0.23 0.1488
H 0.00 -2.71 -3.22 0.1562
H 0.22 -3.84 -1.84 0.1729
H 2.49 -2.71 -2.33 0.1743
H 1.82 -2.37 -0.72 0.1353
H 3.25 -0.59 -3.37 0.1355
H 2.04 0.72 -3.42 0.1115
H 1.65 -0.89 -4.14 0.1184
C 2.07 3.86 1.55 -0.0329
C 1.69 3.09 0.36 0.0258
O 0.81 1.71 0.91 -0.1869
P 0.26 0.35 1.14 0.5744
O -1.13 0.24 1.71 -0.1686
C -2.31 1.28 1.94 -0.0785
C -2.76 1.13 3.35 -0.0291
O 1.14 -0.83 1.34 -0.2122
C 1.51 -1.73 2.84 0.0535
C 2.95 -1.61 3.07 -0.0382
H 2.46 4.80 1.13 0.1480
H 2.86 3.40 2.14 0.1112
H 1.22 4.14 2.17 0.1127
H 2.49 2.58 -0.17 0.1270
H 0.93 3.52 -0.27 0.1236
H -3.02 0.95 1.19 0.1202
H -1.86 2.24 1.70 0.1239
H -3.20 0.15 3.54 0.1075
H -3.55 1.87 3.49 0.1296
H -1.98 1.35 4.07 0.1056
H 1.12 -2.68 2.51 0.1304
H 0.86 -1.21 3.53 0.1267
H 3.56 -2.08 2.30 0.1087
H 3.09 -2.20 3.99 0.1540
H 3.28 -0.60 3.29 0.1091
```

Computed properties:
**DFT total energy**: -1384.9204 Ha
**LUMO level**: -16.5 eV
**Energy above the lowest of the compared OMol25 structures with the same formula, charge and spin**: 54.1 kcal/mol
**M**: 495.4 g mol⁻¹
**HOMO-LUMO gap**: 7.6939 eV
**Charge**: +4

Entry 4:
DFT (ωB97M-V/def2-TZVPD) results for a 2-piece molecular cluster, C12H29O8PSi overall in a non-equilibrium geometry.

Structure (XYZ):
```
51
Properties=species:S:1:pos:R:3:lowdin_charge:R:1
C 0.71 1.94 -1.06 -0.2011
Si 0.79 3.04 -2.65 0.5023
C -1.06 3.40 -3.09 -0.1940
C 1.66 4.68 -2.12 -0.1885
O 1.64 2.19 -3.90 -0.2446
C 0.99 0.95 -4.27 -0.2360
C 1.92 0.03 -5.24 -0.1348
O 3.33 0.09 -4.91 0.0040
C 3.70 -0.90 -3.97 -0.4459
O 4.50 -0.58 -3.05 0.0731
O 3.27 -2.25 -4.01 0.0593
H 1.73 1.77 -0.58 0.0420
H 0.14 0.96 -1.25 0.0365
H 0.07 2.53 -0.30 0.0495
H -1.22 4.44 -3.54 0.0354
H -1.54 2.59 -3.73 0.0321
H -1.60 3.43 -2.06 0.0456
H 2.44 5.04 -2.88 0.0430
H 2.18 4.46 -1.12 0.0381
H 0.93 5.53 -1.94 0.0390
H 0.06 1.24 -4.89 0.1234
H 0.66 0.30 -3.39 0.1137
H 1.80 0.50 -6.29 0.1395
H 1.50 -1.03 -5.33 0.1334
H 3.01 -2.51 -3.09 0.1375
O -0.70 -0.56 1.67 -0.2427
P -1.15 -1.50 2.79 0.6943
O -1.04 -0.40 4.03 -0.2274
C -2.04 0.60 4.12 -0.2972
C -3.40 0.01 4.48 -0.0855
O 0.33 -2.23 3.00 -0.2204
C 1.31 -2.15 1.97 -0.2988
C 2.18 -0.91 2.11 -0.0752
O -1.73 -2.62 3.96 -0.1987
C -2.86 -3.40 3.57 -0.3091
C -2.70 -4.06 2.21 -0.0851
H -2.10 1.17 3.19 0.1090
H -1.74 1.29 4.91 0.1183
H -3.82 -0.52 3.62 0.0602
H -4.10 0.80 4.75 0.0799
H -3.32 -0.70 5.30 0.0838
H 0.84 -2.21 0.99 0.0992
H 1.95 -3.04 2.05 0.1138
H 1.60 -0.01 2.33 0.0702
H 2.74 -0.73 1.19 0.0756
H 2.88 -1.03 2.93 0.0743
H -3.75 -2.76 3.57 0.0963
H -3.00 -4.17 4.33 0.1245
H -2.55 -3.32 1.42 0.0668
H -3.59 -4.64 1.96 0.0837
H -1.84 -4.73 2.21 0.0878
```

Computed properties:
**DFT total energy**: -1707.3685 Ha
**SMILES string**: C[Si](C)(C)OCCOC(=O)O.CCOP(=O)(OCC)OCC
**LUMO level**: -1.4 eV
**M**: 360.4 g mol⁻¹
**HOMO-LUMO gap**: 8.5020 eV

- Look up the M of the first one.
  459.0 g mol⁻¹

Please write out number 1 again, unchanged.
DFT (ωB97M-V/def2-TZVPD) results for C12H29N5O8Sr as an isolated structure in a non-equilibrium geometry.

Structure (XYZ):
```
55
Properties=species:S:1:pos:R:3:lowdin_charge:R:1
Sr 1.03 -6.89 -6.56 1.7465
C -1.85 -11.78 -1.74 -0.0357
C -1.19 -10.84 -2.78 -0.8125
O 0.05 -10.65 -2.93 -0.1484
O -1.87 -10.26 -3.63 -0.1287
H -1.24 -12.68 -1.79 0.0619
H -2.87 -12.00 -2.03 0.0556
H -1.95 -11.33 -0.75 0.0585
C 5.05 -2.92 -11.15 -0.0409
C 3.92 -3.68 -10.39 -0.8087
O 3.20 -3.08 -9.56 -0.1260
O 3.76 -4.91 -10.62 -0.1357
H 5.05 -1.88 -10.80 0.0549
H 4.72 -2.89 -12.19 0.0558
H 6.01 -3.43 -11.13 0.0573
C 3.13 -11.92 -10.08 -0.8173
O 2.60 -11.38 -9.13 0.0117
N 3.40 -13.19 -10.02 0.1611
N 3.64 -11.31 -11.10 0.1712
H 3.15 -13.51 -9.09 0.1260
H 3.82 -13.75 -10.74 0.1156
H 3.41 -10.34 -11.22 0.1245
H 4.24 -11.86 -11.70 0.1137
C 7.50 -7.92 -6.89 -0.8628
O 6.51 -7.40 -6.49 0.0432
N 8.56 -8.09 -6.15 0.1616
N 7.65 -8.40 -8.05 0.1770
H 8.53 -7.63 -5.25 0.1217
H 9.39 -8.55 -6.47 0.1106
H 6.88 -8.16 -8.65 0.1346
H 8.59 -8.64 -8.32 0.1188
C -1.78 -6.63 -9.95 -0.1095
O -1.77 -6.05 -8.68 -0.2242
C -2.82 -5.11 -8.58 -0.2269
C -3.22 -4.87 -7.10 -0.1646
N -1.97 -4.34 -6.47 -0.0731
C -2.17 -4.15 -5.03 -0.1965
C -0.86 -3.79 -4.28 -0.2115
O 0.07 -4.87 -4.22 -0.2352
C 1.12 -4.66 -3.30 -0.1112
H -0.87 -7.05 -10.38 0.0934
H -2.35 -6.04 -10.67 0.0943
H -2.36 -7.54 -9.77 0.0939
H -3.74 -5.27 -9.15 0.1252
H -2.43 -4.18 -9.00 0.1276
H -3.56 -5.79 -6.62 0.1258
H -4.10 -4.23 -7.03 0.1172
H -1.58 -3.54 -6.93 0.1179
H -2.39 -5.05 -4.45 0.1257
H -3.06 -3.54 -4.95 0.1243
H -1.14 -3.41 -3.30 0.1274
H -0.42 -2.92 -4.76 0.1264
H 1.64 -5.51 -2.86 0.0962
H 0.70 -4.27 -2.38 0.0939
H 1.92 -3.98 -3.60 0.0985
```

Computed properties:
**DFT total energy**: -1380.8346 Ha
**LUMO level**: -3.2 eV
**Energy above the lowest of the compared OMol25 structures with the same formula, charge and spin**: 301.4 kcal/mol
**M**: 459.0 g mol⁻¹
**HOMO-LUMO gap**: 2.6950 eV

- What is the formula in the fourth record?
  C12H29O8PSi